Here is C6H13N in the gas phase at a distorted geometry from OMol25. Energies are from ωB97M-V/def2-TZVPD.

Geometry (Å):
C1 2.0321 0.4695 1.1435
C2 1.2491 1.6157 0.6128
C3 0.8078 1.3631 -0.8188
C4 0.0672 0.0898 -0.9505
C5 -0.8311 -0.0746 0.0760
N1 -1.9543 -0.8972 -0.0676
C6 -1.5471 -2.3722 -0.2623
H1 2.6299 0.8897 2.0350
H2 2.5671 0.0162 0.3848
H3 1.2843 -0.3781 1.4350
H4 0.4810 1.9388 1.2261
H5 1.8924 2.4922 0.4888
H6 0.1481 2.2621 -1.0531
H7 1.7318 1.5320 -1.4240
H8 0.0012 -0.4740 -1.8477
H9 -0.9712 0.7170 0.7921
H10 -2.5256 -0.9601 0.8218
H11 -2.4407 -3.0359 -0.5824
H12 -0.9168 -2.3267 -1.1789
H13 -0.8697 -2.9413 0.5706

Forces on the atoms, in the same order (eV/Å):
C -1.848 -0.240 3.818
C 1.942 0.760 -2.026
C 0.411 2.109 -0.512
C -1.842 0.604 2.552
C 0.019 0.432 -3.175
N -0.782 -3.803 2.647
C 0.426 -0.735 -1.018
H -0.583 -1.390 -1.286
H 1.804 -0.668 -1.383
H 1.510 1.519 0.109
H -1.584 0.417 1.381
H 0.173 0.063 0.435
H 0.550 -1.073 -0.266
H -0.786 -0.703 0.035
H 0.165 -0.498 -0.512
H 0.305 -0.110 0.436
H 0.927 0.709 -1.313
H 1.279 1.264 0.945
H -0.287 -0.393 0.706
H -1.800 1.735 -1.574

Summary:
net charge = 0
energy above the lowest of the compared OMol25 structures with the same formula, charge and spin = 57.2 kcal per mole
HOMO = -7.86 eV
HOMO-LUMO gap = 0.328 Ha